A:
# C2H4N4O

The molecule C2H4N4O (wB97M-V/def2-TZVPD, OMol25).

Its net charge is 0. The LUMO energy is 0.4 eV. The multiplicity is 1. As for the HOMO energy: -9.06 eV.

Each line ends with the Mulliken charge.
Geometry (Å):
O 2.52434 -0.36859 0.18132  -0.5146
H 2.58540 -1.41865 -0.20248  0.3542
H -2.69233 -0.66684 1.18548  0.2614
C 1.18210 0.03508 0.05544  0.2394
H 0.23887 -1.89494 -0.41030  0.3721
C 0.15934 -0.86775 -0.25289  -0.1855
N 0.50821 1.36635 -0.04621  -0.2966
N -2.31329 -0.60834 0.14626  -0.6944
N -1.03166 -0.16755 -0.10656  0.5945
H -2.90852 -0.31887 -0.53521  0.2186
N -0.80138 1.15868 -0.03683  -0.3492

***

B:
# C2H4N4O

The molecule C2H4N4O (wB97M-V/def2-TZVPD, OMol25).

Its net charge is 0. The LUMO energy is 0.3 eV. The multiplicity is 1. As for the HOMO energy: -9.45 eV.

Each line ends with the Mulliken charge.
Geometry (Å):
N 1.15749 0.21515 -0.49472  -0.5410
N -0.88583 -0.42667 0.39936  -0.2213
C 0.98248 -1.06885 -0.69709  0.4460
N -0.26007 1.85852 0.31906  -0.4402
N -0.30950 -1.55554 -0.31805  -0.2563
H -1.92176 -0.30998 0.26126  0.2841
H -0.95453 2.10153 1.04501  0.2639
H 0.60605 2.60218 0.35225  0.3156
H -0.11134 -2.24796 0.45666  0.2845
O 1.70431 -1.75539 -1.36693  -0.5842
C -0.00728 0.58701 0.04320  0.4489

***

What should be chosen as the most stable of them? Choose B.